{
  "formula": "C21H32N6O3",
  "method": "ωB97M-V/def2-TZVPD",
  "symbols": ["C", "C", "C", "C", "C", "N", "N", "N", "N", "C", "C", "C", "C", "C", "O", "C", "C", "C", "C", "O", "C", "N", "C", "C", "C", "C", "N", "O", "C", "C", "H", "H", "H", "H", "H", "H", "H", "H", "H", "H", "H", "H", "H", "H", "H", "H", "H", "H", "H", "H", "H", "H", "H", "H", "H", "H", "H", "H", "H", "H", "H", "H"],
  "positions_angstrom": [[-3.581047, 0.757832, -1.575703], [-3.786159, 1.124286, -0.109068], [-3.899235, -0.093761, 0.833777], [-5.299162, -0.703260, 0.728219], [-3.641216, 0.310342, 2.290090], [-2.944458, -1.126592, 0.462523], [-3.353645, -2.359654, 0.158956], [-2.336017, -3.060030, -0.107022], [-1.227007, -2.343575, 0.000591], [-1.589533, -1.128809, 0.356441], [-0.665966, 0.021763, 0.579851], [0.109651, 0.337231, -0.692944], [0.686645, -0.668836, -1.452004], [1.453399, -0.369042, -2.573080], [2.069722, -1.293612, -3.360001], [1.898365, -2.657193, -3.046188], [1.628651, 0.965764, -2.928708], [1.029127, 1.973970, -2.198481], [0.258736, 1.676043, -1.080125], [-0.377636, 2.619569, -0.310377], [-0.258862, 3.972141, -0.674546], [0.113453, -0.213770, 1.789481], [1.018243, -1.344250, 1.838271], [2.426092, -1.068895, 1.292144], [3.032121, 0.168659, 1.959737], [4.392360, 0.514502, 1.367833], [4.388457, 0.792823, 0.042494], [5.407567, 0.557692, 2.026133], [2.066373, 1.350726, 1.839244], [0.696203, 0.959732, 2.404119], [-3.624027, 1.655948, -2.186971], [-2.609413, 0.293787, -1.735017], [-4.350834, 0.073040, -1.923060], [-2.969933, 1.775344, 0.207161], [-4.710637, 1.695828, -0.008394], [-6.037601, 0.025748, 1.050992], [-5.517087, -1.001446, -0.292825], [-5.376587, -1.586180, 1.356204], [-2.619640, 0.647606, 2.441430], [-4.319482, 1.111797, 2.571053], [-3.817049, -0.538590, 2.947327], [-1.266039, 0.906495, 0.797375], [0.509314, -1.689131, -1.152318], [0.844110, -2.947428, -3.071580], [2.443340, -3.203814, -3.813801], [2.315784, -2.898845, -2.063626], [2.227488, 1.198658, -3.794463], [1.171189, 2.994756, -2.514520], [-0.846564, 4.525015, 0.057142], [0.780706, 4.311977, -0.629754], [-0.661792, 4.156948, -1.675341], [1.100397, -1.628397, 2.894322], [0.564599, -2.175362, 1.296920], [3.056391, -1.938790, 1.485468], [2.374490, -0.920989, 0.213792], [3.195440, -0.043689, 3.021779], [3.564539, 0.726675, -0.527982], [5.264806, 1.003970, -0.404504], [2.455377, 2.206774, 2.393680], [1.959653, 1.642441, 0.794143], [0.807021, 0.735539, 3.471966], [0.002925, 1.797534, 2.301240]],
  "atomic_forces_ev_per_a": [[-0.027, 0.094, 0.177], [0.126, -0.174, -0.151], [-0.644, 0.583, 0.369], [0.102, 0.010, -0.009], [-0.022, -0.089, -0.192], [1.318, -0.379, -0.195], [-1.110, 0.042, 0.075], [0.004, -0.915, -0.224], [0.581, 0.471, 0.061], [-0.697, -0.111, 0.040], [0.065, 0.173, 0.066], [-0.121, 0.502, -0.047], [0.128, -0.054, -0.349], [0.021, 0.169, 0.071], [-0.002, 0.355, -0.063], [-0.024, -0.220, 0.046], [0.034, -0.318, -0.003], [-0.079, 0.196, 0.141], [-0.060, -0.275, -0.018], [0.080, -0.449, 0.033], [0.011, 0.256, -0.031], [-0.229, 0.070, 0.061], [0.189, -0.283, -0.145], [-0.135, 0.060, 0.236], [0.076, 0.031, -0.141], [-0.408, -0.090, 0.192], [0.088, 0.107, -0.467], [0.382, -0.007, 0.311], [-0.143, -0.122, 0.204], [0.088, 0.266, -0.017], [0.000, 0.048, -0.099], [0.052, -0.042, -0.080], [-0.048, -0.082, -0.093], [-0.022, 0.061, 0.069], [0.018, 0.023, 0.121], [0.014, 0.150, 0.042], [-0.086, -0.041, -0.062], [-0.070, -0.030, 0.011], [0.126, 0.059, 0.022], [-0.070, 0.097, 0.017], [-0.010, -0.064, 0.066], [0.036, -0.190, -0.037], [0.076, -0.071, -0.031], [0.019, 0.012, 0.019], [-0.050, -0.014, 0.082], [-0.027, 0.011, -0.012], [0.068, 0.034, -0.125], [0.001, 0.115, -0.018], [0.053, 0.021, -0.079], [-0.029, -0.017, -0.025], [0.031, -0.007, 0.023], [0.033, -0.087, -0.038], [0.117, 0.000, 0.186], [0.040, -0.042, -0.056], [0.080, -0.067, 0.061], [0.094, 0.038, -0.095], [-0.053, -0.011, -0.014], [-0.026, -0.015, 0.055], [0.030, 0.065, -0.029], [0.023, 0.077, 0.004], [0.014, 0.097, 0.015], [-0.024, -0.023, 0.068]],
  "molar_mass_g_mol": 416.5,
  "relative_energy_kcal_mol": 3.77,
  "orbital_gap_ha": 0.3205,
  "energy_ev": -37378.8905,
  "lumo_ev": 0.46,
  "smiles": "CCC(C)(C)n1nnnc1[C@H](c1cc(OC)ccc1OC)N1CCC(C(N)=O)CC1"
}

{
  "formula": "C21H32N6O3S2",
  "method": "ωB97M-V/def2-TZVPD",
  "symbols": ["C", "H", "H", "H", "C", "N", "S", "O", "O", "C", "C", "C", "C", "C", "C", "H", "H", "H", "C", "N", "N", "C", "N", "N", "H", "H", "S", "C", "H", "H", "C", "O", "N", "H", "C", "C", "C", "C", "C", "C", "C", "H", "H", "H", "H", "H", "H", "H", "H", "H", "H", "H", "H", "H", "H", "C", "C", "H", "H", "H", "H", "H", "H", "H"],
  "positions_angstrom": [[5.667429, 2.693101, 0.255324], [5.103319, 2.890057, -0.762919], [5.776330, 3.445743, 0.793043], [6.637270, 2.147529, -0.063175], [4.882891, 1.704245, 0.805497], [4.770372, 0.504373, 0.407591], [4.676176, -0.675692, 1.487670], [4.777561, -2.186010, 0.613291], [5.630915, -0.751826, 2.488756], [2.935437, -0.808493, 2.123269], [1.972516, -1.603680, 1.726748], [0.767133, -1.547214, 2.128166], [0.453284, -0.642369, 3.047652], [1.457693, -0.049959, 3.949314], [2.806248, -0.169421, 3.230856], [3.650562, 0.522007, 3.855278], [1.284929, 0.693347, 4.670715], [-0.530007, -0.529470, 3.708558], [-0.513651, -2.261121, 1.442288], [-0.329678, -2.538591, 0.312800], [-1.402528, -3.261217, -0.178151], [-2.197884, -3.034647, 1.089324], [-1.676320, -2.455579, 2.037702], [-2.210728, -1.933384, 3.282870], [-2.828517, -1.554307, 2.907082], [-2.858317, -2.845791, 3.484114], [-3.931649, -3.517547, 0.876820], [-4.686260, -2.474530, 0.029184], [-4.564991, -2.575487, -1.033836], [-5.723115, -2.137981, 0.279741], [-3.862846, -1.167778, 0.194919], [-3.741208, -0.579057, 1.141290], [-3.251697, -0.634138, -0.905626], [-3.204069, -1.085698, -1.898214], [-2.358669, 0.627825, -0.995884], [-1.070686, 0.160607, -1.365105], [-1.047391, -0.151942, -3.139115], [-1.786947, 1.315190, -3.596657], [-3.113861, 1.378942, -3.185447], [-2.994266, 1.715685, -1.558376], [-4.580442, 2.164191, -1.160983], [-5.066354, 1.315780, -1.141627], [-4.339661, 2.239068, -0.108806], [-4.837065, 3.008856, -1.743972], [-2.340001, 2.526427, -1.576823], [-3.902130, 0.532211, -3.489505], [-3.661944, 2.325093, -3.835048], [-1.908667, 1.006854, -4.957516], [-1.128666, 1.893307, -3.669837], [-1.495946, -0.934725, -3.105917], [-0.062849, -0.238872, -3.398610], [-0.386464, 1.071418, -1.359556], [-0.732831, -0.719122, -1.065949], [-2.381656, 0.997968, 0.080859], [1.978239, -1.967895, 0.669728], [3.987018, 0.359363, -0.662690], [2.717741, 0.854942, -1.026524], [2.312368, 0.668834, -1.856108], [1.995327, 0.391971, -0.089103], [2.487660, 2.148693, -0.688012], [4.686118, 0.718783, -1.734334], [3.987048, -0.731373, -1.016511], [3.846449, 2.107416, 1.172831], [5.461924, 1.635091, 2.076660]],
  "atomic_forces_ev_per_a": [[1.424, -5.456, -10.799], [1.482, 0.610, 1.454], [1.067, 6.759, 4.518], [-1.027, 1.447, 0.494], [-1.757, 6.096, 12.922], [0.896, -5.566, -0.324], [-2.655, -11.638, -5.446], [-0.842, 6.505, 2.714], [2.050, 1.973, 2.821], [5.339, 0.736, -0.790], [2.155, -3.090, -8.085], [-8.349, -1.260, 0.703], [-1.358, 3.552, 9.896], [2.223, -2.229, -7.452], [-1.376, 6.319, 9.726], [-1.926, -2.270, -2.331], [-0.254, 0.432, 1.030], [1.479, -0.423, -2.717], [8.326, 6.658, 9.670], [1.349, -4.071, -9.557], [-2.459, 2.536, 6.393], [-6.871, -6.203, -10.949], [2.723, 1.859, 3.434], [9.717, -12.561, 6.074], [-13.122, 9.881, -7.031], [2.016, 2.230, 0.566], [4.162, -8.492, 7.056], [-2.638, 8.693, -5.456], [-0.750, -0.731, -0.788], [0.708, -0.835, 0.091], [-0.488, -2.080, -9.051], [0.363, 4.458, 10.336], [0.459, -0.534, -4.924], [-0.649, 0.490, 2.915], [-2.696, -4.136, 7.422], [2.492, 4.710, -6.691], [1.668, 12.965, 4.513], [-5.384, -15.917, -6.934], [-5.630, 3.478, 0.887], [-6.302, 2.014, -7.238], [7.398, 1.233, 1.768], [-3.216, -4.104, -1.027], [-0.877, 1.459, 0.695], [-0.556, 0.564, -0.157], [0.865, 1.765, 0.380], [2.292, 1.358, 0.974], [1.352, -2.149, 2.166], [0.537, 1.087, 3.354], [9.177, 9.671, -0.044], [-5.896, -9.233, -0.965], [2.410, -0.070, -0.878], [-0.191, -1.484, 0.604], [1.509, -3.266, 2.436], [0.704, -1.035, -0.342], [0.911, -0.783, 0.957], [3.204, -3.745, -10.848], [-3.161, 5.819, 12.832], [-2.634, -1.676, -6.687], [1.078, 1.143, -2.770], [0.938, -3.676, -1.464], [-1.160, -0.661, 2.891], [0.092, 1.122, 1.075], [1.345, -0.136, -0.756], [-1.690, -0.113, -3.262]],
  "molar_mass_g_mol": 480.7,
  "relative_energy_kcal_mol": 663.89,
  "orbital_gap_ha": 0.3293,
  "energy_ev": -59021.2591,
  "lumo_ev": 0.31
}